Formula: C53H47As2FIrN2O3SeTe
Source: the Open Molecules 2025 dataset
Level of theory: ωB97M-V/def2-TZVPD

Positions of all 111 atoms, in Å:
Ir: -0.37932 0.13591 -0.44627
C: 7.16301 1.09820 -0.22475
C: 6.60924 0.18163 0.86008
C: 7.18365 0.57316 2.21079
C: 6.53678 -0.22359 3.33384
C: 5.05671 0.05020 3.33333
C: 4.31468 0.04090 4.48761
C: 2.94658 0.30039 4.44133
F: 2.25633 0.28109 5.59465
C: 2.30002 0.56504 3.27426
C: 3.03408 0.55453 2.07878
C: 2.33936 0.75326 0.81405
O: 1.13912 1.16287 0.82321
C: 3.07510 0.42253 -0.34030
C: 4.42660 0.20757 -0.23639
N: 5.11540 0.25160 0.90455
C: 4.41155 0.30590 2.10751
C: 2.47656 0.23946 -1.70451
O: 3.22022 -0.03293 -2.62963
O: 1.18900 0.35988 -1.83629
H: 8.24563 1.15804 -0.11666
H: 6.74772 2.10241 -0.11907
H: 6.95086 0.74024 -1.23106
H: 6.88603 -0.85142 0.63931
H: 7.00867 1.63995 2.37984
H: 8.25932 0.40344 2.18570
H: 6.96785 0.04465 4.29750
H: 6.71315 -1.29316 3.18070
H: 4.78128 -0.18975 5.43851
H: 1.23949 0.76523 3.24639
H: 4.96664 -0.01764 -1.14584
C: -1.63457 3.09844 -0.71196
C: -2.48588 2.63976 0.46671
As: -1.75159 1.05270 1.37728
C: -3.42206 0.23089 1.86507
C: -4.25364 0.81030 2.82183
C: -5.49636 0.25221 3.08322
C: -5.90761 -0.87989 2.38829
C: -5.08078 -1.45429 1.43494
C: -3.83408 -0.90123 1.17510
C: -1.09705 1.77524 3.03207
C: -0.41573 2.98860 3.02386
C: 0.15543 3.46981 4.19264
C: 0.06195 2.73208 5.36462
C: -0.62090 1.52277 5.37371
C: -1.19810 1.04224 4.20817
As: -1.49041 1.62396 -1.99003
C: -0.77887 2.41011 -3.58022
C: 0.34111 3.23319 -3.50555
C: 0.89039 3.74957 -4.66752
C: 0.33949 3.42538 -5.90031
C: -0.76846 2.59020 -5.97239
C: -1.32527 2.07259 -4.81270
C: -3.34949 1.37200 -2.41080
C: -3.90004 0.09957 -2.31042
C: -5.24355 -0.10478 -2.60007
C: -6.03568 0.97049 -2.97642
C: -5.48530 2.24446 -3.07937
C: -4.14197 2.44755 -2.80418
H: -0.62005 3.34678 -0.39283
H: -2.05451 3.98358 -1.18742
H: -3.47578 2.33806 0.12988
H: -2.61428 3.44626 1.18613
H: -3.92919 1.69647 3.35521
H: -6.14332 0.70457 3.82375
H: -6.87832 -1.31532 2.58997
H: -5.40719 -2.33610 0.89706
H: -3.17552 -1.34428 0.43942
H: -0.32232 3.55286 2.10402
H: 0.68042 4.41650 4.18186
H: 0.52554 3.09435 6.27347
H: -0.69020 0.94620 6.28769
H: -1.73616 0.11193 4.20748
H: 0.78641 3.45846 -2.54427
H: 1.75337 4.40043 -4.60935
H: 0.77588 3.81838 -6.80897
H: -1.19586 2.33847 -6.93434
H: -2.18424 1.41736 -4.86776
H: -3.26985 -0.72508 -1.99800
H: -5.66581 -1.09915 -2.53694
H: -7.08668 0.82044 -3.18841
H: -6.10823 3.07775 -3.37946
H: -3.71363 3.43914 -2.89551
Se: 0.84879 -2.26044 1.26550
C: -0.73042 -2.75375 2.22496
C: -1.59929 -3.73821 1.76750
C: -2.72282 -4.03925 2.52780
N: -3.01130 -3.44525 3.68423
C: -2.14724 -2.53362 4.13279
C: -0.99940 -2.15843 3.44799
H: -1.39822 -4.28053 0.85571
H: -3.42514 -4.79909 2.19798
H: -2.39168 -2.08749 5.09351
H: -0.31231 -1.43294 3.86262
C: -1.25010 -2.44902 -3.32025
Te: -0.44166 -2.31934 -1.27041
C: 1.32299 -2.59043 -2.44164
C: 0.88724 -3.67840 -3.38057
C: 1.70729 -4.72192 -3.78809
C: 1.20436 -5.70883 -4.62603
C: -0.12183 -5.66649 -5.03527
C: -0.94926 -4.62904 -4.62101
C: -0.44569 -3.61599 -3.81472
H: -0.96916 -1.50865 -3.80132
H: -2.32769 -2.58819 -3.37576
H: 2.19026 -2.83298 -1.83189
H: 1.50131 -1.65681 -2.97421
H: 2.73789 -4.76455 -3.45359
H: 1.84586 -6.52543 -4.93331
H: -0.51786 -6.44268 -5.67881
H: -1.98770 -4.60382 -4.93311

Output
charge	+1
ΔE to the lowest compared entry with this formula, charge and spin	1.911	eV
F_max	0.0730	hartree/bohr
2S+1	1

These are the Mulliken partial charges, in e, on atoms 1 to 4: atom 1 (Ir): 3.303, atom 2 (C): -1.521, atom 3 (C): 0.235, atom 4 (C): -0.988

Formula: C4H6Br2Si
Source: the Open Molecules 2025 dataset
Level of theory: ωB97M-V/def2-TZVPD

Positions of all 13 atoms, in Å:
C: 1.87141 1.93072 -0.01224
C: 0.67339 1.70831 -0.52881
Si: -0.02915 -0.00555 -0.76993
Br: -1.46909 -0.00062 -2.47705
Br: 1.62542 -1.42095 -1.30029
C: -1.00942 -0.99996 0.99903
C: -1.68159 -2.12047 0.89101
H: 2.27642 2.92526 0.09140
H: 2.50478 1.12861 0.32800
H: 0.06330 2.54031 -0.85917
H: -0.87578 -0.46157 1.92173
H: -2.13653 -2.58217 1.75785
H: -1.81316 -2.64192 -0.04153

Output
structure (SMILES)	C=C[Si](Br)(Br)C=C
ΔE to the lowest compared entry with this formula, charge and spin	0.000	eV
F_max	0.0737	hartree/bohr
2S+1	1

These are the natural (NBO) partial charges, in e, on atoms 1 to 4: atom 1 (C): -0.297, atom 2 (C): -0.714, atom 3 (Si): 1.222, atom 4 (Br): -0.289

The evaluated orbital gap for the records listed, in turn: 0.229, 0.379 Ha.